Entry 1:
DFT (ωB97M-V/def2-TZVPD) results for C9H32NO10V as an isolated structure in a non-equilibrium geometry.

```
53
Properties=species:S:1:pos:R:3:forces:R:3:lowdin_charge:R:1
O 11.912192 -9.880026 -8.602671 0.1 0.8 -0.5 -0.36
V 11.856888 -8.272338 -8.605799 -1.1 -0.9 3.3 0.89
O 10.351410 -7.906774 -8.254722 0.1 -0.2 -0.3 -0.35
C 10.034174 -8.112655 -5.361155 0.8 1.1 -0.2 -0.06
C 11.331550 -8.622954 -4.725807 -0.6 -1.2 0.0 -0.50
C 10.918541 -10.031978 -4.270085 -0.7 -1.2 0.8 -0.16
C 12.045226 -10.900082 -3.744177 -0.1 0.0 -0.3 -0.18
C 13.057634 -10.996841 -4.884710 0.4 0.4 1.3 -0.14
C 13.588502 -9.625609 -5.359515 -0.6 -0.9 0.0 -0.50
N 12.405910 -8.822762 -5.691011 -0.3 -0.6 -0.7 -0.16
O 12.606953 -7.796295 -6.585363 -0.2 0.0 -2.1 -0.23
C 14.368841 -9.975464 -6.628796 0.1 1.1 -0.3 -0.06
C 14.515861 -9.017040 -4.292188 0.4 -0.6 -0.2 -0.03
C 11.693017 -7.753944 -3.525661 0.1 0.2 0.6 -0.03
H 9.309098 -7.915369 -4.572590 -0.1 -0.1 0.0 0.09
H 9.631541 -8.808843 -6.090344 0.0 0.0 0.0 0.08
H 10.270219 -7.160812 -5.847046 -0.2 0.0 -0.1 0.07
H 10.468430 -10.627576 -5.072695 0.2 0.5 -0.5 0.12
H 10.073892 -9.980562 -3.569110 0.3 0.3 0.3 0.12
H 11.754678 -11.933131 -3.531243 -0.5 0.2 0.1 0.11
H 12.417724 -10.505976 -2.793248 0.4 0.0 -0.2 0.10
H 12.587288 -11.488056 -5.736815 0.0 -0.1 0.0 0.11
H 13.885951 -11.601179 -4.495920 0.2 0.0 -0.5 0.12
H 13.735495 -10.385995 -7.411749 -0.2 0.0 0.2 0.05
H 15.165517 -10.688026 -6.414907 0.1 0.1 0.2 0.09
H 14.787588 -9.045179 -7.024936 0.3 -0.2 -0.1 0.07
H 14.509907 -7.930085 -4.305460 0.0 0.0 0.0 0.08
H 15.532871 -9.381927 -4.470892 0.1 0.2 -0.1 0.08
H 14.269076 -9.419900 -3.309331 -0.2 0.4 0.1 0.06
H 10.848545 -7.641700 -2.838378 -0.1 0.0 -0.2 0.08
H 12.016657 -6.745584 -3.792494 0.0 -0.1 -0.3 0.09
H 12.484038 -8.202096 -2.924872 0.1 0.0 -0.1 0.06
O 12.153064 -6.102230 -8.761113 0.2 0.7 -0.6 -0.10
H 12.745850 -5.375213 -8.553077 0.2 -0.3 0.2 0.09
H 11.242751 -5.713929 -8.794523 0.1 -0.4 0.1 0.02
O 7.651243 -6.807329 -7.116837 0.0 0.1 -0.3 -0.06
H 8.499944 -7.276375 -7.142511 0.0 0.0 -0.1 -0.02
H 7.879534 -5.922961 -6.816221 0.0 -0.1 0.2 0.03
O 11.090316 -7.995785 -10.768163 1.1 0.2 -0.3 -0.04
H 11.771834 -7.448051 -11.181231 -0.1 -0.1 -0.2 0.08
H 10.257763 -7.603006 -11.049833 -0.2 -0.1 0.4 0.09
O 9.671271 -5.168810 -8.974806 -0.3 0.6 -0.2 -0.04
H 9.499606 -4.239962 -8.784324 0.0 0.0 -0.1 0.07
H 8.800614 -5.563331 -9.116767 0.1 -0.3 0.3 0.07
O 11.184904 -13.136002 -8.050771 0.0 0.0 -0.1 -0.07
H 12.145260 -13.084689 -8.055954 0.0 0.1 0.0 0.02
H 10.899543 -12.276277 -8.384092 0.1 0.1 0.1 0.01
O 12.667122 -10.458274 -12.216946 0.2 0.1 0.0 -0.06
H 12.668578 -11.418517 -12.280746 0.0 0.0 0.0 0.04
H 12.655627 -10.278471 -11.271254 -0.3 -0.1 0.2 0.00
O 13.971853 -8.361873 -9.640293 0.0 0.7 -0.2 -0.04
H 14.454641 -7.526548 -9.663371 0.0 -0.1 0.1 0.08
H 14.441103 -8.942022 -10.250774 -0.2 -0.2 0.1 0.09
```
Positions in Å, forces in eV/Å.

Summary:
E_HOMO   -6.234 eV
Total charge   0
Largest force on an atom   0.0700 Eh/bohr
Energy above the lowest of the compared OMol25 structures with the same formula, charge and spin   0.000 eV
E_tot   -2113.2411 Ha
Frontier orbital gap   5.646 eV



Entry 2:
DFT (ωB97M-V/def2-TZVPD) results for a 8-piece molecular cluster, C9H33BF2N14O7 overall.

```
66
Properties=species:S:1:pos:R:3:forces:R:3:lowdin_charge:R:1
C 2.311874 0.311654 -0.278550 -0.1 -0.1 0.1 -0.03
C 0.954141 -0.366380 -0.111033 0.0 0.4 0.4 -0.30
F 0.790534 -1.421171 -1.042054 -0.1 -0.1 -0.1 -0.06
B -0.216397 0.638206 -0.443742 0.4 -0.3 -0.4 -0.21
F -1.258846 0.752807 0.395615 -0.1 0.1 0.1 0.12
H 2.957426 0.115581 0.573530 0.1 -0.1 0.0 0.08
H 2.784230 -0.061463 -1.184233 0.0 0.0 0.0 0.08
H 2.203904 1.394071 -0.371956 0.0 0.1 -0.1 0.07
H 0.870254 -0.812247 0.881474 -0.1 -0.1 0.0 0.11
H -0.183254 1.259361 -1.453173 -0.3 0.1 0.1 0.08
C 3.764599 -3.269980 -1.292848 -0.2 -0.1 0.2 -0.68
O 3.663278 -2.243661 -1.937664 0.3 0.1 -0.2 0.02
N 2.718951 -3.764161 -0.564082 0.0 0.0 0.0 0.16
N 4.923049 -4.001942 -1.243805 0.0 0.0 0.0 0.14
H 2.766481 -4.601974 -0.016958 0.0 0.0 0.0 0.09
H 1.858115 -3.246286 -0.603330 0.0 0.0 0.0 0.08
H 5.703023 -3.658272 -1.770544 0.0 0.0 0.0 0.10
H 5.021212 -4.848154 -0.717142 0.0 0.0 0.0 0.09
C -4.780808 0.086988 -1.894286 0.1 0.0 0.0 -0.69
O -5.779740 0.570199 -2.397362 0.0 0.0 0.0 0.02
N -4.097007 0.699544 -0.881758 0.0 0.0 0.0 0.16
N -4.254113 -1.106124 -2.312888 0.0 0.0 0.0 0.15
H -3.266702 0.326337 -0.463643 0.0 0.0 0.0 0.06
H -4.452535 1.577858 -0.556163 0.0 0.0 0.0 0.10
H -4.733475 -1.583256 -3.052441 0.0 0.0 0.0 0.10
H -3.438905 -1.525676 -1.907427 0.0 0.0 0.0 0.09
C -0.025595 2.201707 -4.560595 -0.1 -0.1 -0.1 -0.68
O 0.552292 1.995170 -3.503779 0.1 0.1 -0.1 0.00
N 0.416914 3.109443 -5.481641 0.0 0.1 0.0 0.15
N -1.166715 1.546758 -4.917088 -0.1 0.0 0.0 0.16
H -0.064962 3.286600 -6.344971 -0.1 0.0 0.0 0.08
H 1.259229 3.608379 -5.269492 0.0 0.0 0.0 0.10
H -1.532420 0.864053 -4.281099 0.1 0.0 0.0 0.10
H -1.636903 1.721585 -5.788468 -0.1 0.1 -0.1 0.06
C 0.528241 2.781131 3.626759 0.0 0.0 -0.1 -0.66
O 0.921323 1.863227 4.331894 0.1 -0.1 0.1 0.01
N 0.856687 4.081361 3.875041 0.0 0.0 0.0 0.16
N -0.261488 2.561163 2.535760 0.0 0.1 0.0 0.17
H 0.547581 4.847387 3.308274 0.0 0.0 0.0 0.10
H 1.442067 4.263577 4.668087 0.0 0.0 0.0 0.10
H -0.541409 1.618791 2.342340 0.0 0.0 0.0 0.07
H -0.580874 3.289606 1.925401 0.0 0.0 0.0 0.10
C 0.280718 -2.243733 3.876396 0.1 0.1 0.0 -0.68
O -0.406083 -3.213048 3.603549 0.0 0.0 0.0 0.02
N -0.049179 -0.973217 3.486567 0.1 0.1 -0.1 0.15
N 1.442052 -2.336352 4.592679 -0.1 -0.1 0.1 0.16
H 0.504657 -0.159478 3.705573 -0.1 0.1 0.2 0.05
H -0.896177 -0.865604 2.961206 -0.1 -0.1 0.0 0.09
H 1.743600 -3.246251 4.905718 0.1 0.0 0.1 0.07
H 2.007968 -1.536493 4.805531 0.0 0.0 -0.1 0.09
C -3.666634 3.467771 -7.400493 -0.2 0.0 0.1 -0.67
O -2.568442 2.930960 -7.384673 0.3 -0.1 0.0 0.01
N -4.315700 3.825289 -6.256144 0.1 0.0 -0.1 0.16
N -4.320545 3.739876 -8.566569 0.0 0.0 0.0 0.15
H -5.221940 4.252154 -6.243748 0.0 0.0 0.0 0.10
H -3.860989 3.621320 -5.385166 0.0 0.0 0.0 0.10
H -3.864099 3.479603 -9.420276 0.0 0.0 0.0 0.10
H -5.222643 4.173541 -8.606233 0.0 0.0 0.0 0.09
C 2.678008 -3.879967 7.699341 -0.1 0.0 0.1 -0.67
O 2.812617 -4.272715 6.552428 0.0 0.0 -0.1 0.02
N 2.953558 -4.679576 8.773370 0.1 0.0 0.0 0.15
N 2.233845 -2.623770 8.001230 0.1 0.0 0.0 0.16
H 2.845229 -4.386065 9.724794 0.0 0.0 0.0 0.09
H 3.273146 -5.609837 8.580675 0.0 0.0 0.0 0.10
H 1.967526 -2.032588 7.236126 -0.1 0.0 0.0 0.08
H 2.106249 -2.293619 8.938159 0.0 0.0 0.0 0.09
```
Positions in Å, forces in eV/Å.

Summary:
E_HOMO   -9.403 eV
Total charge   0
Largest force on an atom   0.0119 Eh/bohr
Structure (SMILES)   C[C@H](F)BF.NC(N)=O.NC(N)=O.NC(N)=O.NC(N)=O.NC(N)=O.NC(N)=O.NC(N)=O
Energy above the lowest of the compared OMol25 structures with the same formula, charge and spin   0.178 eV
E_tot   -1880.9105 Ha
Frontier orbital gap   9.789 eV



Entry 3:
DFT (ωB97M-V/def2-TZVPD) results for C9H33BeN16O11Pb as an isolated structure in a non-equilibrium geometry.

```
71
Properties=species:S:1:pos:R:3:forces:R:3:lowdin_charge:R:1
Be 0.639679 7.097300 7.040031 0.1 0.2 -0.3 0.65
Pb -3.070614 9.978169 12.161463 0.5 0.9 -0.5 1.61
O -1.191425 12.758054 8.060062 0.9 -0.3 -0.7 0.13
C -0.713744 11.514257 7.830844 -1.7 1.3 -1.5 -0.81
O -0.911150 10.704187 8.728133 -0.1 -2.5 2.8 0.03
O -0.331755 11.131773 6.722513 0.8 0.3 -0.6 0.12
H -1.472762 12.629851 8.968917 -0.3 0.8 0.5 0.10
C -2.385930 17.543303 4.532355 1.2 1.7 -1.5 -0.70
O -1.348942 18.163768 4.791082 -0.6 -0.6 0.6 0.13
N -3.201014 17.880612 3.560357 -1.1 2.4 -3.8 0.18
N -2.869548 16.434701 5.027434 0.4 -3.0 3.7 0.17
H -4.147543 17.550804 3.436159 0.3 -0.1 0.4 0.13
H -2.829202 18.393770 2.773895 -0.1 0.4 0.3 0.13
H -2.409515 16.197604 5.894757 -0.2 -0.8 0.0 0.12
H -3.116057 15.704763 4.374350 0.0 0.0 0.4 0.13
C -3.034088 15.304976 13.628985 0.8 0.0 0.5 -0.89
O -2.897099 14.503622 12.778590 -0.3 -6.2 -4.9 0.04
N -2.679496 16.481469 13.330180 1.0 5.6 -1.0 0.20
N -3.355429 15.016727 14.822017 -1.9 -1.1 5.6 0.20
H -2.507796 16.508995 12.335264 0.4 1.0 0.3 0.14
H -2.461430 17.196046 14.009832 -0.1 0.2 -0.6 0.14
H -3.482142 15.739608 15.515904 -0.1 -0.3 0.0 0.13
H -3.680241 14.083180 15.029607 0.2 0.4 0.1 0.12
C -5.216720 11.630664 4.302845 1.1 1.4 -4.5 -0.88
O -4.619163 12.174879 3.398597 2.6 1.6 -0.8 0.04
N -4.826900 10.743029 5.082932 4.9 -5.5 5.4 0.19
N -6.473061 11.685718 4.310082 -6.9 2.2 0.1 0.18
H -3.884967 10.388216 4.999421 -0.2 0.1 0.3 0.13
H -5.408981 10.426715 5.845321 0.5 0.0 -0.2 0.12
H -7.007114 11.084580 4.921256 -0.5 0.7 -0.5 0.13
H -6.764745 12.517559 3.817082 -1.2 -0.4 0.1 0.14
C 0.065528 13.357267 0.792291 1.8 1.5 -0.8 -0.76
O 0.927997 14.130914 1.168475 0.4 0.1 0.7 0.12
N -0.465885 12.353794 1.426971 -0.8 -2.8 5.2 0.17
N -0.437650 13.332712 -0.402463 -0.4 1.2 -3.0 0.20
H -0.277887 12.449561 2.414697 -0.2 -0.5 0.3 0.12
H -1.428398 12.108722 1.243694 0.1 -0.1 0.1 0.12
H -1.313822 12.830371 -0.392997 0.1 0.7 -1.8 0.13
H -0.048361 14.048650 -0.999114 -1.0 -0.2 -0.7 0.15
C 2.030882 12.144609 14.167107 0.4 -0.2 -1.1 -0.73
O 1.433428 11.459661 13.339457 -0.3 0.1 -0.1 -0.02
N 2.700947 11.651407 15.201872 1.0 -2.3 2.2 0.15
N 2.220157 13.464891 14.135728 -0.6 2.0 -0.5 0.16
H 3.198540 12.227387 15.865766 0.0 -0.1 -0.4 0.11
H 3.033005 10.698942 15.150313 -0.4 0.1 0.1 0.12
H 2.074884 14.014481 13.300900 -0.2 -0.1 0.4 0.12
H 2.640855 13.860628 14.964297 0.0 0.5 -0.7 0.11
C 5.802480 11.957818 4.779071 0.1 -0.5 -0.9 -0.77
O 6.594138 12.539744 4.104386 1.7 1.9 -2.0 0.17
N 6.132002 11.496144 5.952796 1.5 -0.2 3.2 0.20
N 4.605541 11.564218 4.452481 -2.7 -0.4 -1.1 0.20
H 5.451959 10.920261 6.428209 0.9 0.3 0.7 0.12
H 6.818643 12.114855 6.359997 0.1 -0.8 0.9 0.14
H 4.177059 11.082276 5.229804 -1.1 0.0 -1.2 0.11
H 4.254170 11.730585 3.520303 -0.3 -0.3 0.4 0.14
C -7.249296 12.766187 9.441398 -1.1 0.4 -2.0 -0.62
O -6.120636 12.257206 9.264591 -1.8 0.7 0.5 -0.04
N -7.973820 12.774405 10.586485 1.0 -0.5 0.6 0.14
N -8.044430 13.363670 8.421493 2.1 -0.9 0.5 0.13
H -8.781678 13.375831 10.662249 0.2 -0.4 0.4 0.11
H -7.575160 12.271848 11.366610 -0.4 0.5 0.0 0.10
H -7.682712 13.314645 7.479761 -0.2 0.2 0.2 0.09
H -8.986421 13.689949 8.583682 0.3 -0.2 -0.1 0.10
C 2.965886 7.300855 2.191199 -2.5 0.7 1.4 -0.75
O 2.910791 7.053027 3.385010 0.3 0.1 1.3 0.05
N 2.081279 8.039507 1.528695 -2.9 2.7 -0.1 0.16
N 3.745567 6.828434 1.311925 4.8 -3.4 -2.7 0.19
H 1.644328 8.807587 2.017796 -0.2 -0.2 -0.2 0.11
H 2.204732 8.137289 0.531051 -0.3 0.4 0.4 0.11
H 3.501318 6.959479 0.340709 0.7 -0.4 0.3 0.13
H 4.399316 6.098329 1.556153 0.0 0.0 -0.2 0.14
```
Positions in Å, forces in eV/Å.

Summary:
E_HOMO   -14.586 eV
Total charge   +3
Largest force on an atom   0.1771 Eh/bohr
Energy above the lowest of the compared OMol25 structures with the same formula, charge and spin   12.079 eV
E_tot   -2272.7685 Ha
Frontier orbital gap   1.506 eV



Entry 4:
DFT (ωB97M-V/def2-TZVPD) results for a 8-piece molecular cluster, C9H33N12O8 overall in a non-equilibrium geometry.

```
62
Properties=species:S:1:pos:R:3:forces:R:3:lowdin_charge:R:1
C -0.689455 -0.612021 -0.525435 -0.7 0.4 -0.7 -0.33
O -0.188603 0.688663 -0.638373 0.3 -0.7 0.3 -0.42
H -0.145122 -1.444914 -0.997451 0.8 0.1 0.0 0.06
H -0.886563 -0.946423 0.502386 0.0 0.0 0.3 0.04
H -1.638480 -0.698396 -1.079020 -0.5 -0.1 0.2 0.05
C 1.590201 -2.427090 2.715076 1.3 0.0 -1.0 -0.08
C 2.877203 -1.951887 3.437408 -0.8 -0.7 0.9 -0.28
O 3.245667 -2.885131 4.469336 0.3 -0.4 0.1 -0.11
H 1.819742 -3.315845 2.116392 0.4 -0.1 0.1 0.07
H 1.402983 -1.695851 1.925789 -0.7 0.2 0.3 0.04
H 0.719147 -2.757915 3.277057 0.1 0.8 0.5 0.06
H 2.784232 -1.054428 4.049000 -0.6 0.4 -0.6 0.11
H 3.676875 -1.774722 2.718005 0.0 -0.1 0.0 0.09
H 3.856597 -3.550006 4.143018 -0.1 0.0 -0.2 0.07
C 3.357876 -0.141504 0.368435 1.3 -0.4 2.6 -0.72
O 4.478567 -0.277128 0.897220 -0.7 0.2 -1.3 -0.02
N 2.856523 -0.897810 -0.620159 0.5 -0.6 -0.5 0.16
N 2.421120 0.666305 0.868131 -1.2 1.3 0.7 0.17
H 1.923258 -0.631515 -0.897809 0.1 -0.5 -0.7 0.06
H 3.564642 -1.356660 -1.168614 -0.6 -0.2 -0.4 0.12
H 1.446536 0.570971 0.583689 0.2 0.3 -0.3 0.05
H 2.600688 1.310589 1.617320 0.3 -0.3 0.1 0.11
C 1.932739 2.141724 -3.594143 1.1 1.7 -0.7 -0.72
O 2.408620 2.708011 -4.581542 -0.3 -0.5 0.2 -0.01
N 0.728354 2.393227 -3.086998 -1.7 -0.1 0.8 0.17
N 2.659287 1.313261 -2.814158 1.4 -0.9 0.0 0.16
H 0.139446 3.128537 -3.432100 0.2 -0.1 -0.2 0.11
H 0.525544 2.000547 -2.175077 -0.5 0.0 0.0 0.06
H 2.364605 0.920482 -1.940558 -0.3 0.3 0.0 0.04
H 3.651854 1.351338 -2.972380 -0.1 -0.2 -0.1 0.11
C -0.227253 -0.811838 -5.225490 0.7 -0.3 0.6 -0.69
O 0.982662 -0.793441 -5.392200 -0.7 -0.3 -0.2 0.04
N -0.813983 -0.588608 -4.018343 1.0 0.4 0.5 0.16
N -1.183902 -1.133242 -6.138953 -0.5 -0.2 -0.9 0.13
H -1.805703 -0.612726 -3.892984 0.1 -0.1 0.3 0.08
H -0.164820 -0.309983 -3.297130 -0.5 0.3 0.2 0.08
H -2.049888 -0.640877 -6.022287 -0.2 -0.3 -0.4 0.09
H -0.961894 -1.590992 -7.004080 0.1 0.4 -0.1 0.10
C -0.524493 1.866061 2.899982 -1.0 2.2 0.6 -0.68
O -0.253124 2.401533 3.971131 0.4 -0.5 0.0 -0.01
N -0.070107 2.381791 1.697655 0.2 -0.2 1.0 0.13
N -1.503817 0.965987 2.708508 0.6 -0.7 -0.9 0.18
H -0.138400 1.783396 0.875593 0.5 0.2 -0.6 0.02
H 0.612827 3.103725 1.854704 0.2 -0.2 -0.5 0.10
H -2.116014 0.560133 3.396386 0.2 0.0 -0.1 0.07
H -1.478478 0.674539 1.744322 -1.0 -0.6 0.2 0.07
C -3.092112 2.886673 -1.543274 -1.4 0.4 -0.6 -0.70
O -4.099007 3.492046 -1.919800 0.7 0.1 -0.1 -0.01
N -2.715136 1.699708 -2.059613 0.6 -1.2 0.1 0.16
N -2.267875 3.328537 -0.570029 0.3 0.6 0.4 0.17
H -3.062852 1.358417 -2.934475 -0.4 0.3 0.1 0.09
H -1.912277 1.238290 -1.641373 0.3 0.1 -0.3 0.04
H -1.686158 2.697650 -0.046212 0.2 0.2 -0.1 0.05
H -2.373389 4.285014 -0.284609 -0.2 -0.2 0.3 0.10
C -3.056810 -1.902596 3.643220 0.2 1.0 -1.5 -0.69
O -3.572047 -0.808336 3.457205 0.3 -0.2 -0.1 0.01
N -2.578511 -2.707115 2.636116 -0.5 0.0 -0.2 0.16
N -2.804301 -2.396077 4.858009 0.1 -0.9 1.2 0.16
H -2.422927 -2.326102 1.719376 -0.3 0.0 0.0 0.09
H -2.302225 -3.654140 2.814505 0.3 0.1 0.0 0.09
H -2.823399 -3.401365 4.895978 0.3 0.1 0.8 0.10
H -3.018674 -1.820474 5.653713 -0.3 -0.3 0.0 0.11
```
Positions in Å, forces in eV/Å.

Summary:
E_HOMO   -6.407 eV
Total charge   -1
Largest force on an atom   0.0568 Eh/bohr
Energy above the lowest of the compared OMol25 structures with the same formula, charge and spin   0.000 eV
E_tot   -1621.9806 Ha
Frontier orbital gap   8.559 eV



Which of these has the highest frontier orbital gap?
C9H33BF2N14O7